9
Properties=species:S:1:pos:R:3 method="wB97M-V/def2-TZVPD" total_charge=0 homo_ev=-10.448 lumo_ev=0.70
C 1.01567 -0.42018 -0.25466
C -0.33881 -0.03099 0.42983
Cl -0.86343 -0.83225 1.84718
O -1.35538 -0.23320 -0.66154
C -1.18245 0.95765 -0.20616
O -1.42813 2.20242 -0.22501
H 1.80317 -0.21241 0.53335
H 1.26791 0.08520 -1.11751
H 1.08146 -1.51624 -0.34548